(1)
ORCA calculation (ωB97M-V with the def2-TZVPD basis set) on a 2-piece molecular cluster, C4H8O2 overall at a distorted geometry.

For the LUMO energy, the calculation gives 0.2 eV. The value obtained for the highest occupied orbital energy is -9.419 eV. The value obtained for the HOMO-LUMO gap is 9.62 eV. As for the SMILES: COC=O.C=C. Its energy above the lowest of the compared OMol25 structures with the same formula, charge and spin is 451.6 kJ/mol. The electronic energy is -307.540410 Eh.

Geometry as XYZ:
```
14
Properties=species:S:1:pos:R:3:mulliken_charge:R:1
C 2.13493 -0.32541 0.30282 -0.579
C -0.16937 -0.93676 -0.71670 0.216
O 1.16608 0.01530 -0.68566 -0.440
O -0.29885 -1.77656 0.12638 -0.462
H -0.42117 -0.98652 -1.77956 0.360
H 1.78099 -1.13918 0.94346 0.308
H 3.05669 -0.63911 -0.19231 0.212
H 2.34597 0.55286 0.91839 0.245
C -1.23662 0.87769 -0.35312 -0.634
C -2.04191 0.76700 0.70403 -0.474
H -1.76975 0.12462 1.53769 0.237
H -1.54785 1.44540 -1.22857 0.340
H 0.02759 0.79791 -0.31575 0.405
H -3.02673 1.22276 0.73889 0.266
```

(2)
ORCA calculation (ωB97M-V with the def2-TZVPD basis set) on a 2-piece molecular cluster, C4H2O2 overall at a distorted geometry.

For the LUMO energy, the calculation gives -1.0 eV. The value obtained for the highest occupied orbital energy is -10.039 eV. The value obtained for the HOMO-LUMO gap is 9.01 eV. Its energy above the lowest of the compared OMol25 structures with the same formula, charge and spin is 202.6 kJ/mol. The electronic energy is -303.932649 Eh.

Geometry as XYZ:
```
8
Properties=species:S:1:pos:R:3:mulliken_charge:R:1
O 1.06448 2.44037 -1.33545 -0.092
C 0.72151 1.77708 -0.48658 0.000
C -0.19112 -0.53987 -1.81477 -0.507
C -0.40877 -1.01476 -0.65959 -0.020
C -0.47234 -1.12132 0.68681 0.242
O -0.09415 -0.14849 1.47554 -0.339
H 0.20999 0.59826 0.89444 0.374
H -0.82961 -1.99127 1.23961 0.343
```